# 1
148
Properties=species:S:1:pos:R:3 method="wB97M-V/def2-TZVPD" smiles=COC[C@H](C)N.COC[C@H](C)N.COC[C@H](C)N.COC[C@H](C)N.OCCO.OCCO.OCCO.OCCO.OCCO.OCCO.OCCO.OCCO relative_energy_kj_mol=317.8 energy_ha=-2997.94091 charge=0 max_force_ev_per_a=3.62
C 1.3835 -1.7137 -2.9243
O 1.5160 -2.5281 -4.1130
C 1.6884 -1.7886 -5.3430
C 1.6309 -2.7610 -6.5334
C 2.4691 -4.0501 -6.3029
N 2.0515 -2.1633 -7.7117
H 2.2032 -1.0113 -2.7733
H 1.4812 -2.4033 -2.0858
H 0.3888 -1.2689 -2.9531
H 0.9114 -1.0475 -5.5307
H 2.6583 -1.3053 -5.2260
H 0.6427 -3.1613 -6.7600
H 3.5163 -3.9753 -6.5963
H 2.1241 -4.9736 -6.7677
H 2.3561 -4.3290 -5.2553
H 2.0725 -1.1540 -7.7416
H 1.4188 -2.4034 -8.4614
C -0.6380 -3.8335 0.1283
O -1.1953 -4.9621 -0.4718
C -2.6274 -4.9627 -0.3268
C -3.2735 -6.0869 -1.0695
C -2.9440 -7.4384 -0.4291
N -2.8081 -6.1896 -2.4527
H -0.6734 -2.9639 -0.5280
H 0.4388 -3.9826 0.2086
H -1.1530 -3.5730 1.0530
H -2.7991 -5.1461 0.7338
H -3.1016 -4.0161 -0.5859
H -4.3343 -5.8520 -1.1568
H -3.6143 -8.1699 -0.8804
H -3.0728 -7.4192 0.6531
H -1.8976 -7.6454 -0.6534
H -1.8260 -6.3758 -2.3077
H -2.8453 -5.2697 -2.8681
C 3.1836 5.6709 -0.6652
O 2.1087 5.4992 -1.5997
C 0.8002 5.8141 -1.1200
C -0.2745 5.3508 -2.1897
C -1.6389 5.8736 -1.7603
N -0.2197 3.9086 -2.4545
H 3.9953 5.1459 -1.1688
H 3.0823 5.2961 0.3533
H 3.4904 6.7095 -0.5418
H 0.5779 5.2688 -0.2028
H 0.7188 6.8910 -0.9722
H -0.0727 5.8035 -3.1605
H -2.4006 5.5268 -2.4586
H -1.8044 6.9487 -1.6910
H -1.9476 5.6265 -0.7445
H 0.7177 3.8679 -2.8285
H -0.7945 3.6778 -3.2522
C -4.1696 -0.1279 -1.5555
O -3.5954 -1.3761 -1.9377
C -2.7989 -1.2716 -3.1465
C -2.4066 -2.7676 -3.6238
C -2.0068 -2.7968 -5.0754
N -3.5818 -3.6183 -3.5653
H -4.9704 -0.0396 -2.2896
H -3.4617 0.6990 -1.6122
H -4.5477 -0.1377 -0.5332
H -3.3399 -0.7648 -3.9456
H -1.8804 -0.7277 -2.9256
H -1.6977 -3.3384 -3.0240
H -1.0720 -2.2493 -5.1953
H -2.8221 -2.4336 -5.7012
H -1.7930 -3.7867 -5.4787
H -4.0621 -3.2465 -2.7583
H -4.0687 -3.2849 -4.3850
O 3.8173 -1.4952 -0.4328
C 4.0318 -1.8669 0.8951
C 3.0928 -2.9308 1.3669
O 1.8899 -2.2402 1.6452
H 4.3467 -2.1610 -0.8778
H 5.0430 -2.1910 1.1411
H 3.8089 -0.9375 1.4192
H 3.6357 -3.2959 2.2387
H 3.1145 -3.7944 0.7022
H 1.3140 -2.0383 0.9042
O 2.6341 3.7026 -3.4038
C 3.5862 2.5956 -3.2083
C 3.0354 1.6316 -2.1682
O 2.9082 2.2691 -0.9147
H 2.5113 4.1581 -2.5677
H 3.7526 2.0539 -4.1394
H 4.5031 3.0474 -2.8298
H 3.6795 0.7660 -2.0137
H 2.1076 1.1912 -2.5332
H 1.9707 2.3841 -0.7431
O 1.9942 -0.5567 4.0622
C 2.3308 -1.6560 4.8538
C 3.1471 -1.1700 6.0784
O 4.5262 -0.8674 5.6940
H 1.7554 -0.8602 3.1833
H 1.3716 -2.0510 5.1886
H 2.8202 -2.4577 4.3008
H 3.1292 -1.9688 6.8197
H 2.7262 -0.2903 6.5654
H 4.4375 -0.3210 4.9097
O 0.5869 -0.5051 -0.2523
C -0.2590 0.2757 0.5525
C -0.6985 1.5728 -0.2172
O 0.3801 2.4575 -0.3459
H 1.5031 -0.3046 -0.0478
H -1.1155 -0.2992 0.9048
H 0.1965 0.4799 1.5215
H -1.5474 2.0611 0.2613
H -1.0626 1.1858 -1.1689
H 0.0452 3.0029 -1.0614
O -6.3022 2.8255 3.0060
C -4.9625 3.2030 2.9257
C -4.0661 1.9187 2.9353
O -3.9064 1.3018 4.1890
H -6.7596 3.6574 3.1484
H -4.9236 3.6824 1.9476
H -4.7476 3.9240 3.7144
H -3.0591 2.1690 2.6016
H -4.3521 1.2040 2.1637
H -4.6474 0.6916 4.2053
O -0.9988 -2.0799 2.9582
C -1.4000 -1.2093 3.9802
C -1.9331 -2.0101 5.0845
O -0.9455 -2.5323 5.9851
H -0.3214 -2.6330 3.3542
H -0.5573 -0.6213 4.3436
H -2.0614 -0.4781 3.5154
H -2.5861 -2.8114 4.7386
H -2.5707 -1.4121 5.7355
H -1.2880 -2.6118 6.8784
O 1.4164 2.0178 4.1298
C 2.4898 2.6126 3.3575
C 3.9463 2.2947 3.8993
O 4.5147 1.0777 3.4725
H 1.5776 1.0736 4.0655
H 2.4755 2.3740 2.2941
H 2.3098 3.6864 3.4101
H 3.9313 2.1835 4.9835
H 4.6092 3.1347 3.6917
H 4.9723 1.1666 2.6333
O -0.6324 5.7207 5.0888
C -0.9574 4.4588 4.5388
C -0.8518 4.3407 2.9891
O -1.9718 5.0711 2.4057
H -1.0381 6.4465 4.6090
H -0.2258 3.7960 5.0009
H -1.9590 4.2127 4.8914
H -0.9632 3.2810 2.7596
H 0.1505 4.6221 2.6662
H -1.8503 5.9880 2.6631

# 2
64
Properties=species:S:1:pos:R:3 method="wB97M-V/def2-TZVPD" relative_energy_kj_mol=0.0 energy_ha=-7045.61084 charge=-2 max_force_ev_per_a=1.18
K -1.4592 -1.3865 -0.0418
F -4.9864 6.2262 -0.0441
C -3.9738 5.3298 -0.0281
C -2.6942 5.7189 -0.3870
F -2.4827 7.0139 -0.7203
C -1.6885 4.7708 -0.3809
F -0.4505 5.2401 -0.7537
C -1.8642 3.4648 -0.0193
P -0.2060 1.3503 -0.0214
C 0.3851 2.2982 1.4672
C -0.1090 1.8413 2.6905
C 0.3168 2.3805 3.8927
C 1.2787 3.3844 3.9062
C 1.7705 3.8587 2.6995
C 1.3165 3.3311 1.4952
C 0.7028 2.1687 -1.4128
C -0.0019 2.4725 -2.5753
C 0.6441 2.9427 -3.7073
C 2.0236 3.1172 -3.6992
C 2.7429 2.8014 -2.5559
C 2.0878 2.3135 -1.4315
C -3.1364 3.1343 0.3492
Br -3.6265 1.3237 0.9831
C -4.2027 4.0190 0.3449
F -5.4655 3.6793 0.6848
H -0.8347 1.0352 2.6949
H -0.0866 2.0008 4.8249
H 1.6428 3.7860 4.8451
H 2.5164 4.6462 2.6893
H 1.6791 3.7541 0.5680
H -1.0776 2.3342 -2.5806
H 0.0731 3.1701 -4.6004
H 2.5337 3.4861 -4.5819
H 3.8197 2.9269 -2.5383
H 2.6686 2.0162 -0.5661
Cl -2.3453 -8.9139 0.0800
C -2.5536 -7.1678 0.0355
C -3.8123 -6.6436 0.0228
C -4.0187 -5.2595 -0.0214
I -5.9625 -4.5229 -0.0436
C -2.9715 -4.3132 -0.0573
O -3.1228 -3.0700 -0.1143
C -1.6197 -4.9207 -0.0208
N -0.5752 -4.0523 -0.0195
C 0.6516 -4.5101 0.0086
C 0.9480 -5.8856 0.0337
C -0.0821 -6.7804 0.0387
C -1.4174 -6.3187 0.0168
H -4.6646 -7.3103 0.0476
H 1.4486 -3.7703 0.0126
H 1.9791 -6.2145 0.0500
H 0.1060 -7.8458 0.0614
Cl 2.2795 -0.6468 2.7531
C 2.8169 -0.9369 1.1162
C 4.0739 -1.4752 0.9350
C 4.5472 -1.7632 -0.3412
C 3.7020 -1.5307 -1.4201
C 2.4490 -0.9886 -1.2225
Cl 1.3952 -0.8643 -2.6194
C 1.9241 -0.5791 0.0507
N 0.7364 -0.0463 0.2366
H 4.6846 -1.6706 1.8081
H 5.5418 -2.1627 -0.4893
H 4.0060 -1.7861 -2.4277

# 3
68
Properties=species:S:1:pos:R:3 method="wB97M-V/def2-TZVPD" relative_energy_kj_mol=0.0 energy_ha=-10425.69839 multiplicity=6 s2=8.820 charge=0 max_force_ev_per_a=0.54
Ru 0.1207 -0.4211 -0.9991
F -1.3481 -0.6524 6.8832
C -0.7721 -0.0145 5.8788
C -0.9216 -0.4926 4.5828
F -1.6416 -1.5878 4.3635
C -0.3183 0.1816 3.5467
F -0.4684 -0.2985 2.3178
C 0.4550 1.3454 3.7476
S 1.1961 2.1582 2.4482
C 0.5822 1.7862 5.0800
F 1.2962 2.8655 5.3537
C -0.0202 1.1254 6.1284
F 0.1100 1.5618 7.3776
Br -2.3684 -0.5488 -0.1733
C -2.4187 -2.4443 -0.1718
C -3.6073 -3.0747 0.0464
C -3.6343 -4.4808 0.1196
C -2.4730 -5.1852 -0.0082
C -1.2376 -4.5297 -0.2290
C -0.0386 -5.2713 -0.3384
C 1.1437 -4.6262 -0.5437
C 1.1775 -3.2247 -0.6670
C 0.0509 -2.4310 -0.5920
C -1.1880 -3.1135 -0.3363
H -4.5165 -2.5011 0.1689
H -4.5742 -4.9894 0.2867
H -2.4760 -6.2665 0.0578
H -0.0805 -6.3506 -0.2547
H 2.0652 -5.1871 -0.6362
H 2.1385 -2.7821 -0.8868
Se 0.9512 -2.5416 -3.9664
Se 2.2665 -0.2011 -2.8323
C 2.9944 -0.3823 -1.1139
C 4.3502 -0.3802 -0.7944
C 4.7268 -0.5582 0.5187
C 3.7485 -0.7644 1.4896
C 2.4261 -0.7544 1.1071
N 2.0576 -0.5387 -0.1607
C -0.4871 -1.3163 -4.1218
C -1.1238 -1.2180 -5.3653
C -2.1466 -0.3157 -5.5482
C -2.5131 0.5084 -4.4901
C -1.8543 0.3575 -3.2930
N -0.8826 -0.5504 -3.0893
H 5.0747 -0.2316 -1.5818
H 5.7744 -0.5510 0.7905
H 4.0054 -0.9414 2.5241
H 1.6299 -0.9451 1.8101
H -0.7778 -1.8444 -6.1743
H -2.6343 -0.2338 -6.5110
H -3.2837 1.2594 -4.5866
H -2.1015 0.9883 -2.4500
O -2.0081 2.0594 0.0146
C -0.9231 2.5049 -0.3301
N 0.0876 1.7915 -0.9170
S 1.3529 2.7780 -1.3239
O 1.4320 2.9688 -2.7429
O 2.5434 2.3822 -0.6190
C 0.6852 4.2362 -0.5938
C 1.2450 5.4949 -0.4967
C 0.4751 6.4773 0.1112
C -0.8042 6.1956 0.5893
C -1.3446 4.9227 0.4774
C -0.5714 3.9440 -0.1233
H 2.2372 5.7025 -0.8735
H 0.8717 7.4787 0.2168
H -1.3787 6.9858 1.0547
H -2.3337 4.6826 0.8439

# 4
64
Properties=species:S:1:pos:R:3 method="wB97M-V/def2-TZVPD" relative_energy_kj_mol=110.1 energy_ha=-4056.83338 multiplicity=2 s2=0.766 charge=0 max_force_ev_per_a=1.00
Cr -0.6036 -0.1201 0.2572
Cl -1.8298 6.4372 0.1558
C -1.9005 4.7748 0.6191
C -1.5804 3.8055 -0.3159
C -1.5964 2.4659 0.0416
N -1.3444 1.3852 -0.8444
C -1.9869 1.5470 -2.0566
O -2.7715 2.4496 -2.3030
C -1.7052 0.5911 -3.1879
C -1.8132 1.0949 -4.4832
C -1.5359 0.2626 -5.5510
C -1.1810 -1.0542 -5.2907
C -1.1470 -1.4701 -3.9718
N -1.4054 -0.6737 -2.9385
C -1.8964 2.1109 1.3630
C -2.2726 3.0776 2.2882
C -2.2761 4.4091 1.9105
Cl -2.7254 5.6124 3.0684
N -1.6874 0.7556 1.6002
C -2.0727 0.1103 2.7221
O -2.8333 0.4797 3.5987
C -1.3410 -1.1986 2.8233
C -1.5381 -2.0472 3.8980
C -0.7516 -3.1780 4.0174
C 0.2487 -3.3780 3.0756
C 0.3868 -2.4767 2.0402
N -0.4257 -1.4286 1.8657
H -1.3018 4.1005 -1.3153
H -2.1068 2.1258 -4.6158
H -1.6033 0.6270 -6.5677
H -0.9436 -1.7414 -6.0911
H -0.9043 -2.5034 -3.7320
H -2.5298 2.7907 3.2953
H -2.2978 -1.7841 4.6209
H -0.8905 -3.8700 4.8368
H 0.9258 -4.2180 3.1422
H 1.1991 -2.5848 1.3355
C 1.0793 0.7573 0.6778
C 2.1402 1.3204 0.8648
C 3.3837 2.0007 1.0507
C 3.4152 3.2491 1.6787
C 4.6096 3.9371 1.8063
C 5.7887 3.3946 1.3142
C 5.7687 2.1490 0.7028
C 4.5782 1.4541 0.5729
H 2.4904 3.6710 2.0493
H 4.6170 4.9085 2.2838
H 6.7174 3.9436 1.3988
H 6.6843 1.7200 0.3154
H 4.5621 0.4841 0.0919
S 2.2172 -3.2108 -1.5387
C 1.6550 -1.6169 -1.1915
N 0.4071 -1.5114 -0.8701
C -0.2361 -2.7416 -0.9652
C -1.5972 -2.9668 -0.7534
C -2.0549 -4.2666 -0.7362
C -1.1786 -5.3405 -0.9295
C 0.1547 -5.1298 -1.2188
C 0.6105 -3.8163 -1.2565
H 2.3348 -0.7770 -1.1953
H -2.2782 -2.1291 -0.6368
H -3.1064 -4.4604 -0.5727
H -1.5544 -6.3527 -0.8623
H 0.8310 -5.9563 -1.3914

# 5
61
Properties=species:S:1:pos:R:3 method="wB97M-V/def2-TZVPD" relative_energy_kj_mol=113.7 energy_ha=-3354.26094 multiplicity=3 s2=2.052 charge=-1 max_force_ev_per_a=1.89
Ti -0.3580 0.1716 -0.4399
C 3.6987 -1.1939 0.5314
C 2.3044 -1.0935 0.5498
N 1.6657 -0.0320 0.1042
C 2.3880 1.0229 -0.3578
C 3.8007 1.0106 -0.4179
C 4.4480 -0.1563 0.0427
C 4.4783 2.1348 -0.9321
C 3.7565 3.2186 -1.3681
C 2.3588 3.2518 -1.3047
C 1.6448 2.1715 -0.8001
N 0.2949 2.0087 -0.7544
C -0.6823 2.9578 -0.7246
C -0.5854 4.3144 -0.4260
C -1.7294 5.1162 -0.3985
C -2.9786 4.6145 -0.6778
C -3.1318 3.2447 -0.9708
C -4.3665 2.6273 -1.2773
C -4.3910 1.2796 -1.5567
C -3.2212 0.5283 -1.4906
N -2.0423 1.0664 -1.1734
C -1.9866 2.4169 -0.9632
H 4.1705 -2.0973 0.8939
H 1.6910 -1.9047 0.9228
H 5.5291 -0.2157 0.0035
H 5.5602 2.1308 -0.9868
H 4.2857 4.0684 -1.7833
H 1.8254 4.1067 -1.6963
H 0.3768 4.7400 -0.1770
H -1.6284 6.1671 -0.1531
H -3.8512 5.2565 -0.6622
H -5.2758 3.2157 -1.2909
H -5.3232 0.7930 -1.8120
H -3.2208 -0.5345 -1.6891
Cl -3.4345 -1.8132 5.8988
C -2.5420 -1.1435 4.5528
C -1.5652 -0.1880 4.8079
C -0.8898 0.3642 3.7273
Cl 0.3103 1.5878 4.0097
C -1.1526 0.0117 2.3941
O -0.5980 0.6443 1.4029
C -2.0864 -1.0697 2.1826
C -2.2048 -1.6177 0.8941
O -1.3981 -1.3251 -0.0938
C -2.8067 -1.5896 3.2813
H -1.3332 0.1215 5.8161
H -2.9641 -2.3818 0.7077
H -3.5409 -2.3681 3.1160
C 0.3238 -0.7593 -2.1787
C 0.6530 -1.9357 -2.0596
C 1.0216 -3.2871 -1.7873
C 2.2799 -3.8009 -2.1195
C 2.6209 -5.0996 -1.7774
C 1.7211 -5.9097 -1.0986
C 0.4676 -5.4109 -0.7631
C 0.1182 -4.1158 -1.1034
H 2.9823 -3.1638 -2.6418
H 3.6018 -5.4840 -2.0315
H 1.9928 -6.9249 -0.8365
H -0.2359 -6.0400 -0.2311
H -0.8461 -3.7082 -0.8328

# 6
73
Properties=species:S:1:pos:R:3 method="wB97M-V/def2-TZVPD" relative_energy_kj_mol=0.0 energy_ha=-3365.46331 charge=-1 max_force_ev_per_a=0.52
Au -0.3011 -2.6858 -0.2681
C 4.5043 0.6444 0.2483
N 3.8243 -0.5826 -0.0756
C 2.9154 -0.8240 -1.0371
N 2.5834 -2.0932 -1.0354
C 3.3329 -2.6023 -0.0243
N 4.1015 -1.7243 0.5828
C 4.0608 1.3136 1.5307
C 5.0238 2.0048 2.2550
C 4.6911 2.6722 3.4241
C 3.3844 2.6590 3.8710
C 2.4072 1.9787 3.1427
C 2.7428 1.2967 1.9741
C 1.0438 2.0484 3.6635
N 0.7085 2.3894 4.8666
N -0.6593 2.4328 4.9011
C -1.0754 2.1162 3.7170
O -0.0434 1.8490 2.8840
C -2.4631 2.1292 3.2628
C -3.3887 2.7759 4.0852
C -4.7099 2.8657 3.6950
C -5.1109 2.3136 2.4860
C -4.1993 1.6610 1.6687
C -4.6817 1.1230 0.3416
N -4.1711 -0.1823 0.0095
C -3.3718 -0.5422 -1.0099
N -3.1645 -1.8363 -0.9893
C -3.8784 -2.2368 0.0930
N -4.5060 -1.2702 0.7281
C -2.8678 1.5617 2.0585
H 4.3718 1.3249 -0.5956
H 5.5675 0.4146 0.3200
H 2.5133 -0.0509 -1.6739
H 3.2881 -3.6361 0.2777
H 6.0502 2.0050 1.9058
H 5.4512 3.1995 3.9856
H 3.0967 3.1728 4.7774
H 1.9819 0.7472 1.4249
H -3.0486 3.2026 5.0183
H -5.4305 3.3642 4.3302
H -6.1490 2.3761 2.1802
H -4.3908 1.7964 -0.4672
H -5.7713 1.0701 0.3502
H -2.9443 0.1697 -1.6993
H -3.9117 -3.2601 0.4296
H -2.1520 1.0288 1.4376
O -0.3333 4.7276 -4.0157
C -0.1521 3.4033 -4.2673
O 0.0034 3.0467 -5.4050
C -0.1678 2.4881 -3.1026
C -0.2208 1.1138 -3.3510
C -0.2432 0.1954 -2.3210
C -0.2046 0.6142 -0.9803
S -0.2239 -0.4579 0.3874
C -0.1370 1.9995 -0.7355
C -0.1217 2.9119 -1.7713
H -0.5228 4.8593 -3.0809
H -0.2467 0.7797 -4.3801
H -0.2899 -0.8659 -2.5340
H -0.0886 2.3474 0.2890
H -0.0397 3.9629 -1.5086
F 1.5046 -6.4836 -5.5507
C 1.0889 -6.1386 -4.3253
C 1.9358 -6.2525 -3.2411
F 3.1840 -6.7075 -3.4235
C 1.4938 -5.8962 -1.9802
F 2.3632 -6.0144 -0.9701
C 0.2067 -5.4172 -1.7458
S -0.3328 -4.9838 -0.1243
C -0.6224 -5.3192 -2.8636
F -1.8703 -4.8662 -2.7355
C -0.1962 -5.6674 -4.1313
F -1.0206 -5.5590 -5.1828